1.
Computed, not measured: a cluster of 2 separate species, C7H14N3 in total in a non-equilibrium geometry, with ωB97M-V/def2-TZVPD.

Cartesian coordinates (Å):
C (0.40, 2.42, -0.78)
C (-0.35, 1.86, 0.22)
C (1.12, 0.39, -0.44)
C (-2.39, -0.21, 1.71)
C (2.35, 1.65, -2.15)
C (-0.57, -2.32, 0.02)
C (-0.28, -0.34, 1.42)
N (1.32, 1.48, -1.17)
N (0.11, 0.60, 0.42)
N (0.11, -1.64, 1.11)
H (0.35, 3.39, -1.21)
H (-1.17, 2.27, 0.78)
H (1.69, -0.52, -0.49)
H (-2.59, -1.09, 2.30)
H (-2.50, 0.71, 2.24)
H (-2.80, -0.22, 0.72)
H (2.25, 0.92, -2.95)
H (2.29, 2.65, -2.58)
H (3.33, 1.52, -1.69)
H (-0.65, -1.65, -0.84)
H (0.00, -3.20, -0.26)
H (-1.59, -2.63, 0.30)
H (0.04, -0.01, 2.41)
H (0.14, -2.23, 1.93)

Calculated values
- Kohn-Sham gap (eV) = 9.2
- highest occupied orbital energy (eV) = -12.2
- total charge = +1
- LUMO level (eV) = -2.986

Here is what Mulliken gives for the atomic charges, in e:
1 C -0.33
2 C -0.43
3 C -0.31
4 C -1.14
5 C -0.80
6 C -0.91
7 C -0.33
8 N 0.10
9 N 0.28
10 N -0.29
11 H 0.44
12 H 0.42
13 H 0.48
14 H 0.38
15 H 0.45
16 H 0.37
17 H 0.34
18 H 0.31
19 H 0.35
20 H 0.34
21 H 0.32
22 H 0.32
23 H 0.37
24 H 0.30



2.
Computed, not measured: a structure of composition C13H25ClN5O7PTi in a non-equilibrium geometry, with ωB97M-V/def2-TZVPD.

Cartesian coordinates (Å):
Ti (0.73, 0.88, -0.20)
O (1.59, 1.31, 3.19)
Cl (2.14, 1.52, 1.90)
O (3.44, 2.03, 1.94)
O (2.12, 0.22, 1.19)
O (1.26, 2.39, 1.15)
O (-0.45, 2.46, -0.87)
C (-1.88, 2.22, -0.93)
C (-2.22, 1.62, -2.29)
C (-1.14, 0.69, -2.86)
C (-0.91, -0.61, -2.13)
C (-1.60, -1.76, -2.46)
C (-1.28, -2.98, -1.86)
C (-0.22, -3.00, -0.96)
C (0.43, -1.83, -0.64)
N (0.09, -0.62, -1.18)
H (-0.27, 3.15, -0.21)
H (-2.41, 3.17, -0.80)
H (-2.17, 1.56, -0.12)
H (-2.37, 2.43, -3.01)
H (-3.17, 1.09, -2.21)
H (-0.19, 1.23, -2.90)
H (-1.43, 0.45, -3.89)
H (-2.38, -1.71, -3.21)
H (-1.79, -3.89, -2.15)
H (0.12, -3.94, -0.53)
H (1.26, -1.82, 0.05)
N (-2.78, -1.35, 0.75)
C (-2.00, -1.89, 1.90)
P (-0.95, -0.48, 2.56)
O (-1.66, 0.23, 3.65)
O (-0.66, 0.27, 1.27)
C (0.37, -1.47, 3.48)
N (0.41, -0.88, 4.85)
H (-3.59, -0.82, 1.08)
H (-3.10, -2.07, 0.11)
H (-2.15, -0.70, 0.26)
H (-1.37, -2.70, 1.53)
H (-2.66, -2.26, 2.68)
H (1.35, -1.46, 3.01)
H (0.01, -2.49, 3.54)
H (-0.53, -0.44, 5.00)
H (1.06, -0.08, 4.84)
H (0.67, -1.54, 5.58)
N (3.75, 2.28, -2.69)
C (4.11, 0.97, -2.56)
C (3.15, 0.40, -1.79)
N (2.21, 1.37, -1.44)
C (2.62, 2.49, -2.00)
H (4.27, 2.98, -3.21)
H (4.98, 0.55, -3.03)
H (3.06, -0.62, -1.45)
H (2.13, 3.45, -1.93)

Calculated values
- Kohn-Sham gap (spin up / spin down) (eV) = 6.2 / 9.5
- <S²> = 2.03
- highest occupied orbital energy (spin up / spin down) (eV) = -11.3 / -14.9
- multiplicity = 3
- total charge = +2
- LUMO level (spin up / spin down) (eV) = -5.144 / -5.349

Here is what Mulliken gives for the atomic charges, in e:
1 Ti -0.04
2 O -0.73
3 Cl 1.68
4 O -0.63
5 O -0.60
6 O -0.70
7 O -0.44
8 C -0.24
9 C -0.78
10 C -1.04
11 C 0.49
12 C -0.53
13 C -0.96
14 C -0.87
15 C -0.49
16 N 0.73
17 H 0.38
18 H 0.56
19 H 0.02
20 H 0.43
21 H 0.41
22 H 0.01
23 H 0.67
24 H 0.57
25 H 0.43
26 H 0.54
27 H 0.53
28 N 0.11
29 C -0.82
30 P 1.38
31 O -0.88
32 O 0.03
33 C -1.16
34 N -0.14
35 H 0.44
36 H 0.40
37 H -0.45
38 H 0.35
39 H 0.45
40 H 0.33
41 H 0.57
42 H 0.39
43 H 0.32
44 H 0.37
45 N -0.03
46 C -0.63
47 C -0.38
48 N 0.87
49 C -0.46
50 H 0.24
51 H 0.43
52 H 0.37
53 H 0.51



3.
Computed, not measured: a cluster of 4 separate species, C18H34O5 in total in a non-equilibrium geometry, with ωB97M-V/def2-TZVPD.

Cartesian coordinates (Å):
C (2.89, -0.80, 0.29)
C (2.21, -1.70, -0.86)
C (0.66, -1.41, -1.08)
C (-0.30, -1.95, 0.13)
C (0.01, -3.50, 0.36)
C (-1.79, -1.62, -0.32)
C (-2.33, -0.24, 0.35)
C (-3.80, -0.29, -0.35)
O (-4.15, -1.71, -0.26)
C (-3.01, -2.52, 0.13)
O (-3.10, -3.64, 0.64)
H (3.88, -1.32, 0.56)
H (3.20, 0.22, -0.14)
H (2.26, -0.68, 1.23)
H (2.46, -2.81, -0.71)
H (2.73, -1.41, -1.84)
H (0.45, -0.29, -1.21)
H (0.29, -1.90, -2.07)
H (0.00, -1.36, 1.07)
H (-0.63, -3.83, 1.26)
H (-0.32, -4.18, -0.50)
H (1.09, -3.73, 0.66)
H (-1.86, -1.34, -1.43)
H (-2.62, -0.45, 1.45)
H (-1.69, 0.68, 0.15)
H (-3.54, 0.05, -1.42)
H (-4.47, 0.42, 0.22)
C (2.41, 4.03, -1.85)
C (1.80, 3.35, -0.65)
O (0.76, 2.71, -0.75)
C (2.52, 3.48, 0.66)
H (1.79, 3.85, -2.73)
H (2.47, 5.10, -1.67)
H (3.41, 3.62, -2.04)
H (2.58, 4.53, 0.95)
H (3.52, 3.05, 0.58)
H (1.97, 2.94, 1.43)
C (7.42, 2.51, 0.09)
C (6.51, 2.03, 1.19)
O (5.31, 2.25, 1.16)
C (7.14, 1.26, 2.33)
H (6.83, 3.04, -0.66)
H (8.17, 3.19, 0.50)
H (7.91, 1.66, -0.39)
H (7.88, 1.89, 2.83)
H (7.61, 0.35, 1.94)
H (6.36, 0.98, 3.04)
C (-9.20, -1.83, -1.07)
C (-8.60, -0.97, 0.00)
O (-9.20, -0.02, 0.47)
C (-7.21, -1.33, 0.48)
H (-10.20, -1.46, -1.32)
H (-8.58, -1.79, -1.97)
H (-9.29, -2.86, -0.72)
H (-6.51, -1.26, -0.35)
H (-7.21, -2.33, 0.90)
H (-6.91, -0.62, 1.26)

Calculated values
- Kohn-Sham gap (eV) = 9.8
- SMILES string = CCC[C@H](C)[C@@H]1CCOC1=O.CC(C)=O.CC(C)=O.CC(C)=O
- highest occupied orbital energy (eV) = -9.3
- LUMO level (eV) = 0.503

Here is what Mulliken gives for the atomic charges, in e:
1 C -0.75
2 C -0.60
3 C -0.61
4 C 0.47
5 C -1.45
6 C -0.05
7 C -0.79
8 C -0.27
9 O -0.30
10 C 0.23
11 O -0.56
12 H 0.28
13 H 0.12
14 H 0.26
15 H 0.34
16 H 0.33
17 H 0.18
18 H 0.34
19 H 0.25
20 H 0.36
21 H 0.24
22 H 0.39
23 H 0.32
24 H 0.33
25 H 0.29
26 H 0.26
27 H 0.36
28 C -1.18
29 C 0.86
30 O -0.55
31 C -0.61
32 H 0.33
33 H 0.34
34 H 0.28
35 H 0.41
36 H -0.01
37 H 0.24
38 C -1.07
39 C 0.78
40 O -0.54
41 C -1.14
42 H 0.25
43 H 0.34
44 H 0.33
45 H 0.35
46 H 0.33
47 H 0.28
48 C -1.07
49 C 0.71
50 O -0.57
51 C -0.73
52 H 0.31
53 H 0.30
54 H 0.31
55 H 0.12
56 H 0.34
57 H 0.29



4.
Computed, not measured: the ion C4H11N2OS with charge +1 in a non-equilibrium geometry, with ωB97M-V/def2-TZVPD.

Cartesian coordinates (Å):
N (0.30, -1.12, -1.58)
C (0.31, 0.20, -0.64)
C (-0.29, -0.07, 0.70)
C (-1.69, -0.75, 0.64)
S (-2.81, 0.22, 1.83)
C (1.69, 0.70, -0.45)
N (1.85, 1.96, 0.10)
O (2.59, -0.18, -0.49)
H (-0.10, -1.11, -2.50)
H (-0.37, -1.80, -1.04)
H (1.26, -1.45, -1.62)
H (-0.29, 0.99, -1.32)
H (-0.42, 0.81, 1.30)
H (0.33, -0.51, 1.55)
H (-2.11, -0.48, -0.39)
H (-1.76, -1.85, 0.81)
H (-2.54, -0.61, 2.81)
H (2.82, 2.23, 0.37)
H (1.24, 2.83, -0.08)

Calculated values
- Kohn-Sham gap (eV) = 9.2
- SMILES string = NC(=O)[C@@H]([NH3+])CCS
- highest occupied orbital energy (eV) = -12.7
- total charge = +1
- LUMO level (eV) = -3.545

Here is what Mulliken gives for the atomic charges, in e:
1 N -0.31
2 C 0.19
3 C -0.82
4 C -0.91
5 S -0.18
6 C 0.19
7 N -0.41
8 O -0.62
9 H 0.35
10 H 0.37
11 H 0.37
12 H 0.26
13 H 0.58
14 H 0.44
15 H 0.37
16 H 0.40
17 H 0.16
18 H 0.30
19 H 0.27



5.
Computed, not measured: a structure of composition C2H3BCl2O2 in a non-equilibrium geometry, with ωB97M-V/def2-TZVPD.

Cartesian coordinates (Å):
B (0.09, -0.27, -0.10)
C (0.15, -1.68, 0.32)
C (2.56, -2.18, 0.96)
O (-1.10, 0.23, -0.58)
O (1.24, 0.54, 0.05)
Cl (2.93, -3.82, 0.92)
Cl (3.73, -1.36, 0.10)
H (0.00, -2.65, 0.81)
H (-1.28, 1.07, -0.17)
H (1.27, 1.28, -0.46)

Calculated values
- Kohn-Sham gap (spin up / spin down) (eV) = 6.7 / 7.0
- highest occupied orbital energy (spin up / spin down) (eV) = -8.2 / -8.5
- LUMO level (spin up / spin down) (eV) = -1.525 / -1.507

Here is what Mulliken gives for the atomic charges, in e:
1 B 0.25
2 C -0.19
3 C 0.02
4 O -0.51
5 O -0.53
6 Cl -0.05
7 Cl -0.01
8 H 0.45
9 H 0.29
10 H 0.27